#A
{
  "formula": "C5H11N2O",
  "method": "wB97M-V/def2-TZVPD",
  "homo_lumo_gap_ha": 0.3354,
  "e_lumo_ev": -3.92,
  "smiles": "CC(C)=CONC=[NH2+]",
  "spin_multiplicity": 1,
  "charge": 1,
  "elements": ["O", "N", "N", "C", "C", "C", "C", "C", "H", "H", "H", "H", "H", "H", "H", "H", "H", "H", "H"],
  "positions_angstrom": [[0.844, 1.042, 0.416], [1.560, 0.125, -0.320], [3.441, -1.242, -0.448], [-0.240, 0.407, 0.930], [-2.612, -0.168, 0.980], [2.805, -0.158, -0.055], [-1.424, 0.412, 0.260], [-1.757, 0.877, -1.088], [-2.223, -0.462, 2.017], [-3.369, 0.530, 1.125], [-2.971, -1.068, 0.483], [-2.031, 1.951, -1.050], [-0.071, -0.208, 1.778], [4.372, -1.548, 0.000], [-2.701, 0.319, -1.418], [1.131, -0.184, -1.184], [3.213, 0.494, 0.783], [-1.134, 0.713, -1.935], [3.166, -1.833, -1.273]],
  "lowdin_charge": [-0.02, 0.06, 0.16, -0.12, -0.05, -0.11, -0.30, -0.05, 0.11, 0.07, 0.10, 0.12, 0.12, 0.19, 0.12, 0.18, 0.20, 0.06, 0.16]
}

=====

#B
{
  "formula": "C5H11N2O",
  "method": "wB97M-V/def2-TZVPD",
  "homo_lumo_gap_ha": 0.4077,
  "e_lumo_ev": -3.70,
  "spin_multiplicity": 1,
  "charge": 1,
  "elements": ["O", "N", "N", "C", "C", "C", "C", "C", "H", "H", "H", "H", "H", "H", "H", "H", "H", "H", "H"],
  "positions_angstrom": [[0.697, 0.503, 0.000], [2.437, -1.013, -0.496], [-0.742, -1.233, -0.148], [1.501, -0.997, 0.444], [-1.266, 1.336, -1.264], [-0.744, 0.199, -0.131], [-1.509, 0.661, 1.100], [0.280, -1.818, 0.336], [-0.598, 1.304, -2.057], [0.767, 1.313, 0.496], [2.327, -1.414, -1.438], [-1.325, 1.728, 1.617], [-2.546, 0.739, 0.730], [0.413, -2.932, 0.169], [-1.545, -0.124, 1.872], [1.953, -0.899, 1.390], [3.465, -0.722, -0.419], [-1.293, 2.219, -0.649], [-2.272, 1.149, -1.554]],
  "lowdin_charge": [0.02, 0.13, 0.16, -0.18, 0.07, -0.46, -0.04, -0.04, 0.06, 0.15, 0.15, 0.15, 0.10, 0.17, 0.09, 0.15, 0.18, 0.08, 0.08]
}

=====

Here are the energies relative to the best structure, in kcal/mol: #A 3.8; #B 0.0.

=====

#A
{
  "formula": "C9H14N2",
  "method": "wB97M-V/def2-TZVPD",
  "homo_lumo_gap_ha": 0.3393,
  "e_lumo_ev": 0.72,
  "spin_multiplicity": 1,
  "elements": ["N", "N", "C", "C", "C", "C", "C", "C", "C", "C", "C", "H", "H", "H", "H", "H", "H", "H", "H", "H", "H", "H", "H", "H", "H"],
  "positions_angstrom": [[2.106, 0.368, -0.235], [3.057, -0.609, 1.458], [-0.173, -1.832, -1.626], [-0.841, 0.341, 1.539], [-2.498, -0.193, -0.360], [2.008, -1.358, 0.989], [-1.135, 0.406, -0.048], [3.153, 0.401, 0.672], [1.380, -0.735, -0.022], [0.111, -0.923, -0.724], [-0.893, 1.821, -0.557], [-1.780, 2.380, -0.647], [-2.761, -0.983, 0.318], [-0.288, 1.695, -1.483], [-1.400, 1.171, 1.894], [-1.010, -1.780, -2.337], [-3.319, 0.585, -0.363], [-0.312, 2.398, 0.069], [-1.182, -0.719, 1.898], [3.829, 1.198, 0.697], [0.669, -2.392, -2.039], [1.541, -2.090, 1.551], [-2.434, -0.544, -1.400], [1.952, 1.090, -0.883], [0.218, 0.303, 1.639]],
  "lowdin_charge": [0.11, 0.07, 0.03, -0.04, -0.09, -0.12, -0.40, -0.18, -0.33, -0.10, -0.06, 0.06, 0.07, 0.09, 0.06, 0.06, 0.10, 0.04, 0.12, 0.10, 0.07, 0.09, 0.06, 0.13, 0.03]
}

=====

#B
{
  "formula": "C9H14N2",
  "method": "wB97M-V/def2-TZVPD",
  "homo_lumo_gap_ha": 0.3514,
  "e_lumo_ev": 0.73,
  "smiles": "C=C=C(C)C.Cn1ccnc1",
  "spin_multiplicity": 1,
  "elements": ["N", "N", "C", "C", "C", "C", "C", "C", "C", "C", "C", "H", "H", "H", "H", "H", "H", "H", "H", "H", "H", "H", "H", "H", "H"],
  "positions_angstrom": [[-1.852, 0.844, 0.555], [-3.315, 1.322, -0.960], [-3.067, -0.024, -1.010], [-1.117, 0.654, 1.869], [1.755, -1.585, 0.154], [-2.534, 1.829, -0.080], [3.407, -0.200, -0.990], [1.018, 0.425, -1.044], [2.012, -0.585, -0.661], [-2.052, -0.278, -0.167], [1.355, -2.383, 1.073], [3.630, -0.803, -1.974], [1.003, -3.343, 0.767], [1.349, -1.992, 2.123], [-3.811, -0.701, -1.595], [3.447, 0.841, -1.281], [-0.051, 0.745, 1.631], [-0.065, 0.294, -0.844], [0.973, 0.795, -2.098], [-1.480, 1.738, 2.302], [-2.689, 2.755, 0.356], [-1.772, 0.048, 2.547], [1.327, 1.271, -0.560], [-1.617, -1.177, 0.163], [4.144, -0.490, -0.277]],
  "lowdin_charge": [-0.17, 0.04, -0.15, 0.01, -0.09, -0.21, -0.06, -0.07, -0.37, -0.18, -0.01, 0.12, 0.05, 0.08, 0.13, 0.07, 0.08, 0.06, 0.11, 0.13, 0.10, 0.11, 0.05, 0.10, 0.07]
}

=====

Here are the energies relative to the best structure, in kcal/mol: #A 0.0; #B 36.4.

=====

#A
{
  "formula": "C6H16N2O",
  "method": "wB97M-V/def2-TZVPD",
  "homo_lumo_gap_ha": 0.3726,
  "e_lumo_ev": 0.80,
  "smiles": "CC(C)(O)C(C)(C)NN",
  "spin_multiplicity": 1,
  "elements": ["O", "N", "N", "C", "C", "C", "C", "C", "C", "H", "H", "H", "H", "H", "H", "H", "H", "H", "H", "H", "H", "H", "H", "H", "H"],
  "positions_angstrom": [[-0.340, -2.032, 0.493], [1.530, 0.065, 0.737], [2.018, 0.891, 1.808], [0.152, 1.586, -0.664], [0.501, -1.387, -1.639], [-1.830, -0.862, -0.955], [-0.788, 0.696, 1.486], [0.133, 0.370, 0.282], [-0.381, -0.947, -0.456], [-0.472, 1.606, 2.008], [-2.535, -0.668, -0.142], [0.520, -0.644, -2.441], [1.529, -1.599, -1.327], [0.788, 1.420, -1.539], [-2.145, -1.822, -1.383], [1.637, 0.597, 2.712], [0.528, 2.482, -0.157], [0.130, -2.329, -2.063], [0.505, -1.915, 0.974], [-1.817, 0.885, 1.167], [1.793, 1.883, 1.702], [-1.955, -0.095, -1.725], [-0.855, 1.825, -1.024], [2.163, 0.116, -0.070], [-0.806, -0.120, 2.217]],
  "lowdin_charge": [-0.05, -0.08, -0.01, -0.04, -0.04, -0.03, -0.04, -0.48, -0.54, 0.07, 0.08, 0.08, 0.08, 0.08, 0.09, 0.08, 0.08, 0.09, 0.09, 0.08, 0.06, 0.08, 0.08, 0.11, 0.09]
}

=====

#B
{
  "formula": "C6H16N2O",
  "method": "wB97M-V/def2-TZVPD",
  "homo_lumo_gap_ha": 0.3192,
  "e_lumo_ev": 0.88,
  "smiles": "CC(C)[C@H](N)[C@@H](O)CN",
  "spin_multiplicity": 1,
  "elements": ["O", "N", "N", "C", "C", "C", "C", "C", "C", "H", "H", "H", "H", "H", "H", "H", "H", "H", "H", "H", "H", "H", "H", "H", "H"],
  "positions_angstrom": [[0.773, -0.780, -1.525], [-1.436, -0.996, 0.226], [-0.693, 0.466, -3.318], [-0.507, 0.056, 0.312], [0.280, 0.337, -0.890], [0.934, -0.394, 1.373], [1.419, 0.872, 2.057], [0.458, -1.430, 2.371], [-0.991, 1.073, -2.021], [1.264, -1.749, 3.038], [0.411, -0.743, -2.457], [-0.223, 1.094, -3.966], [-0.948, 0.942, 0.766], [1.905, 1.548, 1.354], [-1.571, 0.174, -3.737], [-2.051, 0.875, -1.834], [0.584, 1.399, 2.523], [0.997, 1.155, -0.795], [-2.404, -0.713, 0.270], [-0.349, -1.022, 2.983], [-0.817, 2.154, -1.986], [0.101, -2.311, 1.840], [-1.057, -1.818, -0.225], [1.764, -0.829, 0.811], [2.158, 0.640, 2.829]],
  "lowdin_charge": [-0.06, 0.05, -0.04, -0.31, -0.34, -0.32, -0.11, -0.12, -0.14, 0.07, 0.08, 0.08, 0.14, 0.06, 0.08, 0.09, 0.07, 0.12, 0.08, 0.08, 0.08, 0.06, 0.09, 0.12, 0.07]
}

=====

Here are the energies relative to the best structure, in kcal/mol: #A 0.0; #B 27.8.

=====

#A
{
  "formula": "C5H9N3",
  "method": "wB97M-V/def2-TZVPD",
  "homo_lumo_gap_ha": 0.3538,
  "e_lumo_ev": 0.80,
  "smiles": "CN1CN[C@@H](C#N)C1",
  "spin_multiplicity": 1,
  "elements": ["N", "N", "N", "C", "C", "C", "C", "C", "H", "H", "H", "H", "H", "H", "H", "H", "H"],
  "positions_angstrom": [[0.545, 0.724, -0.260], [-0.949, -2.837, 0.737], [-1.608, 0.064, -0.799], [-1.191, -1.709, 0.649], [2.030, 0.539, -0.282], [-0.111, 0.505, 1.095], [-1.400, -0.301, 0.604], [-0.218, 0.043, -1.236], [2.277, 0.935, 0.637], [0.459, -0.250, 1.710], [2.339, -0.554, -0.367], [-0.253, 0.467, -2.235], [2.344, 1.111, -1.105], [-1.964, 1.009, -0.709], [0.257, -1.085, -1.300], [-0.267, 1.494, 1.650], [-2.289, -0.154, 1.211]],
  "lowdin_charge": [-0.21, 0.17, 0.01, -0.22, -0.05, -0.08, -0.34, -0.28, 0.05, 0.12, 0.11, 0.12, 0.06, 0.12, 0.16, 0.13, 0.14]
}

=====

#B
{
  "formula": "C5H9N3",
  "method": "wB97M-V/def2-TZVPD",
  "homo_lumo_gap_ha": 0.2943,
  "e_lumo_ev": -0.07,
  "spin_multiplicity": 1,
  "elements": ["N", "N", "N", "C", "C", "C", "C", "C", "H", "H", "H", "H", "H", "H", "H", "H", "H"],
  "positions_angstrom": [[2.310, 0.298, -1.081], [-2.030, -1.066, -0.297], [-0.717, 0.913, -0.681], [-1.903, 0.343, -0.650], [2.087, -0.206, 0.311], [-0.363, 0.153, 0.464], [0.998, 0.513, 1.080], [-0.970, -1.011, 0.721], [1.863, -1.265, 0.199], [1.848, 1.206, -1.123], [-1.296, -1.209, 1.736], [3.054, -0.153, 0.814], [0.968, 0.357, 2.163], [-2.780, 0.833, -0.210], [1.014, 1.609, 1.083], [1.675, -0.245, -1.661], [-2.946, -1.236, 0.098]],
  "lowdin_charge": [-0.01, 0.04, 0.14, -0.17, -0.27, -0.37, -0.15, -0.10, 0.10, 0.05, 0.12, 0.10, 0.11, 0.14, 0.11, 0.05, 0.10]
}

=====

Here are the energies relative to the best structure, in kcal/mol: #A 0.0; #B 56.7.